# 1
This record from the OMol25 dataset describes a 15-piece molecular cluster, C60H165N15O15 overall at a distorted geometry. The level of theory is ωB97M-V with the def2-TZVPD basis set.

Output
LUMO energy = 0.5333 eV
M = 1337.070 g mol⁻¹
frontier orbital gap = 0.3094 hartree
HOMO = -7.89 eV

Structure (ORCA input):
```
! wB97M-V def2-TZVPD RIJCOSX def2/J DEFGRID3
* xyz 0 1
H 20.05 -8.91 -8.86
H 26.56 -3.93 -2.16
C 13.72 -8.98 -10.18
H 20.86 -13.20 -8.84
H 21.48 -10.82 -8.54
H 20.88 0.93 -1.29
C 14.77 -6.26 -0.67
H 14.95 -9.85 -6.30
H 25.51 -2.53 -10.71
H 25.36 0.02 -3.44
H 14.45 -12.26 -5.02
H 21.51 -12.06 -10.68
H 12.94 -2.92 -4.49
H 16.76 -0.18 -4.79
H 14.66 -13.61 -2.59
H 16.72 -6.48 -9.29
H 16.47 -6.82 -2.14
C 20.23 -0.77 -2.38
H 23.86 -0.29 -2.49
C 18.56 -2.73 0.45
H 20.04 -10.31 -2.49
C 16.73 -4.41 -9.35
C 17.54 -15.73 -10.41
H 17.14 -12.85 -6.02
H 14.35 -12.03 -10.03
C 18.72 -9.95 -0.11
H 15.41 -6.42 0.20
H 17.92 -15.68 -11.43
C 23.72 -1.95 -9.68
H 19.13 0.97 -1.66
N 17.61 -0.21 -5.33
H 15.37 -9.36 -4.78
H 22.79 -10.40 -6.82
C 21.63 -10.15 -9.39
H 21.89 -16.69 -2.15
H 19.83 -0.99 -6.57
H 14.07 -14.61 -3.98
C 25.21 -1.84 -9.92
H 19.44 -13.86 -10.79
H 17.97 -13.18 -2.11
C 19.46 -15.41 -1.80
C 22.10 -11.16 -10.48
H 19.05 -5.18 -10.47
C 15.21 -5.93 -13.02
N 20.10 -0.92 -3.80
N 13.98 -5.08 -0.39
C 20.12 0.71 -2.03
H 22.26 -2.11 0.84
H 22.76 -8.51 -10.01
O 15.40 -6.06 -11.61
H 16.05 -1.07 -7.52
C 19.35 -8.21 -5.90
H 21.39 -4.56 -4.34
H 14.24 -6.24 -13.40
N 19.19 -12.02 -8.80
H 20.78 -7.75 -1.78
N 11.54 -5.23 -4.77
H 19.20 -8.33 -2.34
H 20.60 -0.16 -4.24
H 14.24 -10.16 -8.47
H 18.89 -10.91 0.37
H 21.86 -17.44 -0.68
C 16.25 -1.63 -6.61
H 22.24 -10.59 -11.40
H 16.91 -9.93 -8.99
H 16.39 -9.12 -10.46
C 24.19 -1.67 -4.25
H 27.62 -1.09 -6.73
H 19.13 -12.25 -3.07
C 15.83 -5.99 -1.85
N 21.39 -5.07 0.16
H 13.05 -7.47 -0.31
H 17.26 -6.97 -11.66
H 25.93 -1.14 -6.94
H 23.63 -2.91 -2.83
C 18.70 -13.24 -2.92
H 20.50 -10.05 -6.13
H 20.11 -15.16 -9.68
C 16.83 -6.01 -11.37
H 23.90 -8.92 -6.55
H 20.39 -14.69 -7.25
H 20.95 -14.95 -3.89
H 18.79 -2.70 1.51
H 25.91 -2.17 -9.15
H 13.62 -6.35 -10.08
H 13.57 -4.08 -3.26
H 25.76 -2.94 -3.82
H 23.23 -2.18 -10.62
H 16.43 -9.38 -6.30
H 12.80 -9.47 -10.47
H 16.45 -15.64 -10.44
H 25.19 -1.41 -2.44
C 25.76 -4.64 -1.95
C 16.64 -10.85 -0.52
H 22.27 -3.09 -8.63
H 22.22 -8.33 -8.39
H 19.12 -16.08 -2.59
C 19.58 -13.96 -7.33
C 19.78 -13.31 -8.72
C 12.74 -6.87 -9.70
C 15.52 -6.42 -6.54
H 23.29 -5.63 -1.53
C 18.90 -1.37 -7.00
H 20.03 -4.56 -7.05
C 17.49 -4.61 -2.72
H 15.35 -4.94 -13.47
H 11.55 -6.11 -4.28
O 20.29 -6.11 -5.21
O 23.76 -9.71 -8.52
C 19.93 -14.03 -2.35
H 20.45 -5.35 -3.19
H 23.13 -11.45 -10.27
H 26.72 -2.69 -6.92
H 25.19 -3.22 -5.51
H 19.58 -2.82 -1.86
C 13.72 -6.34 -4.97
H 22.32 -0.46 -9.28
H 18.30 -1.63 -1.97
C 19.41 -14.33 -9.81
H 20.65 -9.21 0.15
H 24.41 -10.60 -6.78
H 21.24 -0.97 -2.02
H 16.57 -6.18 -6.42
H 17.39 -3.58 -3.04
H 19.51 -7.40 -0.82
C 22.61 -9.07 -9.09
H 20.35 -13.52 -1.48
H 13.65 -6.79 -3.98
H 20.84 -3.16 -6.50
C 23.53 -5.39 -8.15
C 20.02 -9.44 -0.72
H 14.99 -5.89 -7.33
O 24.53 -3.93 -1.51
C 20.47 -7.51 -5.25
O 19.17 -2.70 -7.53
H 18.69 -0.67 -7.81
H 18.30 -9.24 0.60
N 20.35 -9.43 -9.66
O 17.73 -10.18 -1.13
H 23.47 -0.66 -8.15
H 14.13 -8.37 -10.99
H 25.61 -0.85 -10.17
C 13.46 -3.86 -4.32
H 13.64 -4.93 -1.33
H 25.59 -5.32 -2.79
H 19.25 -6.97 -7.39
N 19.23 -7.97 -7.30
C 14.94 -14.21 -3.46
H 20.50 -8.74 -10.38
H 19.13 -0.90 -4.06
C 25.43 -2.48 -4.75
H 21.33 -7.43 -5.92
H 17.90 -16.62 -9.90
H 24.24 -5.28 -0.08
H 18.28 -13.64 -3.85
C 16.38 -11.34 -5.22
H 15.27 -11.68 -3.52
H 19.44 -13.28 -6.49
N 20.54 -10.40 -1.63
H 16.07 -8.42 -8.83
H 21.88 -5.46 0.96
N 23.15 -2.51 -3.62
H 18.73 -14.64 -7.24
N 23.31 -0.65 -9.15
N 18.62 -5.66 -9.69
H 15.75 -10.62 -1.10
O 15.07 -6.11 -5.28
H 21.86 -14.27 -2.81
C 19.84 -8.21 -1.46
H 17.35 -5.18 -3.64
H 19.01 -3.67 0.11
H 15.22 -5.84 -2.74
C 23.35 -3.08 -8.73
C 15.39 -12.18 -4.48
C 17.23 -5.72 -9.88
H 13.27 -7.20 -5.47
H 18.73 -5.10 -8.86
H 12.96 -7.00 -1.88
H 15.87 -12.66 -6.65
N 14.90 -11.19 -10.18
H 23.83 -0.95 -4.98
H 20.61 -4.55 0.52
H 17.31 -5.20 -11.91
H 12.19 -7.06 -10.62
O 20.43 -15.91 -0.96
O 15.89 -13.51 -4.25
H 14.98 -11.02 -11.18
H 21.95 -3.58 -1.14
C 16.11 -9.33 -9.43
H 23.79 -2.75 -7.79
H 12.25 -6.39 -8.86
C 21.01 -5.55 -4.10
H 22.62 -3.56 1.84
H 26.17 -5.32 -1.21
H 11.34 -4.47 -4.14
H 15.80 -6.67 -13.56
H 18.29 -8.25 -7.56
H 17.19 -11.28 -4.49
H 17.48 -2.76 0.29
H 20.30 1.26 -2.96
O 26.46 -1.66 -5.12
H 23.81 -6.41 -8.42
C 19.84 -3.57 -6.63
O 16.72 -4.89 -1.55
C 17.65 -1.43 -6.07
H 17.84 -2.15 -5.27
H 18.36 -7.90 -5.56
H 20.70 -8.00 -4.31
C 14.62 -9.94 -9.46
N 21.00 -14.12 -3.32
H 17.07 -3.67 -10.08
H 15.39 -15.13 -3.09
H 22.49 -5.46 -7.84
H 13.13 -4.85 -6.09
H 19.32 -9.99 -4.75
H 19.62 -11.38 -9.46
C 13.72 -7.32 -1.16
H 18.55 -4.65 -2.45
C 23.60 -4.84 -0.85
H 14.21 -8.25 -1.47
H 22.43 -1.89 -3.25
N 16.67 -12.08 -6.47
H 16.43 -10.86 0.55
C 23.69 -9.84 -7.09
H 20.45 -17.70 -1.89
O 23.79 -4.42 -9.10
C 15.79 -9.93 -5.61
H 15.48 -7.51 -6.66
C 12.91 -5.09 -5.05
H 14.55 -4.27 -0.21
H 20.50 -11.38 -1.36
C 21.17 -17.03 -1.42
H 16.00 -2.68 -6.79
C 26.75 -1.70 -6.48
C 22.35 -4.10 -0.27
O 17.98 -14.58 -9.71
H 19.31 -11.43 -7.99
O 19.28 -1.63 -0.19
C 24.65 -0.73 -3.10
H 15.54 -1.41 -5.81
H 15.64 -4.38 -9.32
C 19.33 -1.78 -1.64
H 21.92 -6.13 -3.94
H 18.60 -15.19 -1.17
H 16.91 -11.88 -0.76
H 24.03 -5.27 -7.18
H 17.08 -4.20 -8.34
C 19.53 -9.69 -5.77
C 22.73 -3.09 0.86
H 23.79 -2.83 0.87
H 14.42 -3.54 -4.72
H 18.80 -10.22 -6.38
H 19.38 -3.56 -5.64
O 13.17 -8.12 -9.19
H 17.38 0.47 -6.04
*
```


# 2
This record from the OMol25 dataset describes C60H36Cl7LuN6O7 as an isolated structure at a distorted geometry. The level of theory is ωB97M-V with the def2-TZVPD basis set.

Output
LUMO energy (spin up / spin down) = 3.2662 / 3.2666 eV
M = 1376.121 g mol⁻¹
frontier orbital gap (spin up / spin down) = 0.2053 / 0.2053 hartree
HOMO (spin up / spin down) = -2.32 / -2.32 eV

Structure (ORCA input):
```
! wB97M-V def2-TZVPD RIJCOSX def2/J DEFGRID3
* xyz -2 1
C 0.86 3.16 1.33
C -2.64 -0.46 5.24
C 2.28 6.63 0.76
H 5.13 -2.30 3.86
C -3.36 4.86 -1.07
O 0.87 2.15 0.53
C -0.42 0.39 -6.06
N -0.78 -1.91 1.01
Cl -2.19 -0.29 -9.60
C 5.11 -2.61 1.76
C -4.25 -1.80 6.41
H 2.54 -4.38 0.70
C 2.60 -1.22 1.81
H -3.71 3.35 2.02
H -1.48 4.20 -2.80
H 5.80 -3.36 -0.81
H 0.96 1.25 4.67
C -0.71 0.40 -7.42
O 2.70 2.66 -2.07
H -1.37 4.73 1.65
H -3.17 -0.18 7.31
O 3.10 0.95 -0.44
C -1.32 -1.91 2.25
H 3.63 -6.61 0.68
C -3.14 2.43 1.96
H 5.12 4.82 0.37
C 4.59 -2.15 2.93
H -2.91 -1.60 -4.96
C 4.08 5.04 0.56
C -1.51 2.40 -1.44
H 4.39 -2.96 -2.81
H -1.89 0.33 5.23
H -3.86 1.23 3.64
C -2.31 0.37 2.24
N -0.01 1.23 4.39
C 4.06 -2.67 -1.82
C -3.32 6.98 0.04
C -2.29 -1.04 -5.66
H 0.41 -4.65 -3.10
C -1.43 3.13 -2.69
C 4.84 -2.87 -0.72
N -0.40 -1.71 -1.73
H -0.81 -6.01 -1.40
O 3.75 0.64 -2.70
H -5.19 -3.37 5.30
C -0.60 -1.50 -3.06
C 3.19 4.01 0.82
H -1.17 2.41 -4.72
C -0.28 -3.89 2.07
H 0.46 0.92 -5.70
C 4.39 -2.44 0.55
H 0.27 -8.24 -1.41
C 3.36 -1.47 2.96
C -3.23 1.36 2.77
C 2.81 -2.04 -1.66
H -1.26 -3.39 3.96
C 1.84 4.27 1.05
H 1.92 7.65 0.74
C 2.04 -5.23 0.22
H 2.17 -1.87 -2.52
C 1.40 5.59 1.03
C -2.46 6.46 1.00
N 2.36 -1.63 -0.51
Cl 2.79 -9.11 -0.41
O 1.45 0.63 -2.09
C 0.19 -3.67 -0.38
C -2.47 4.32 -0.14
C 0.80 -5.03 -0.38
C -0.99 -3.14 2.94
H -0.14 2.05 3.80
C -0.19 -3.13 0.85
H -3.95 -2.83 3.21
C 0.17 -6.13 -0.96
H -4.47 6.59 -1.73
C -0.03 -3.02 -1.60
H -2.11 7.10 1.80
C -3.34 -0.76 6.41
Lu 0.34 0.07 -0.07
C -1.13 0.93 -3.01
C 3.14 -1.79 0.60
C -1.80 -0.31 -7.88
C -2.00 2.90 -0.23
N -1.25 1.07 -1.66
C -4.48 -2.55 5.28
H 4.32 7.17 0.30
Cl -3.83 8.65 0.13
H 0.36 5.80 1.23
Cl 2.78 1.25 -1.83
C -3.78 6.18 -0.99
Cl -5.13 -2.17 7.88
C -2.20 2.09 0.91
C -3.77 -2.25 4.12
C -2.11 -0.89 2.81
O 1.51 -0.57 1.80
N -1.70 0.84 1.11
C -2.05 5.14 0.91
H 3.53 2.98 0.84
C -1.25 2.22 -3.66
C 2.02 -7.54 -0.38
C -2.85 -1.20 4.08
C 2.66 -6.47 0.22
C 0.08 -3.64 -2.90
H -0.33 -2.81 -4.88
H 0.13 -4.88 2.23
H -0.05 0.46 3.72
C -2.59 -1.05 -7.01
C 0.77 -7.39 -0.96
Cl 2.75 -0.92 4.50
C -1.21 -0.31 -5.15
H -3.44 -1.61 -7.39
H -3.76 4.22 -1.85
Cl 6.67 -3.42 1.76
C -0.95 -0.28 -3.68
H -0.08 0.94 -8.12
O 0.06 3.35 2.25
C 3.63 6.36 0.52
C -0.30 -2.71 -3.81
*
```


# 3
This record from the OMol25 dataset describes C60H37Cl6EuF3N4O3 as an isolated structure at a distorted geometry. The level of theory is ωB97M-V with the def2-TZVPD basis set.

Output
LUMO energy (spin up / spin down) = 1.3291 / 0.9193 eV
M = 1283.657 g mol⁻¹
frontier orbital gap (spin up / spin down) = 0.1615 / 0.1764 hartree
HOMO (spin up / spin down) = -3.07 / -3.88 eV

Structure (ORCA input):
```
! wB97M-V def2-TZVPD RIJCOSX def2/J DEFGRID3
* xyz -1 7
O 7.24 10.29 21.61
H 13.64 12.49 17.30
H 6.47 9.67 21.63
H -0.24 12.89 18.42
H 8.53 8.52 22.57
H 2.89 10.41 17.79
Cl 16.29 10.60 13.80
C 11.91 8.95 21.18
C 7.17 8.69 17.66
C 9.74 14.56 17.97
H 1.72 15.34 15.50
C 13.54 10.15 14.16
H 7.64 11.57 25.34
C 9.98 19.12 20.45
C 12.42 11.19 16.10
H 2.45 11.90 25.49
H 9.98 8.15 26.52
H 9.68 7.17 24.41
C 8.01 12.43 22.63
C 7.29 10.97 22.87
C 6.77 7.26 17.37
C 6.30 16.04 18.61
H 12.09 8.86 22.23
C 8.59 8.91 23.63
C 14.76 10.88 14.52
H 11.16 16.17 17.26
C 10.81 15.13 17.20
C 11.50 14.01 16.81
H 2.10 12.10 19.21
C 2.04 12.83 18.41
N 9.64 13.21 17.86
Cl 10.59 10.16 21.10
C 4.88 9.99 23.70
C 4.46 9.23 22.49
H 4.34 4.96 18.20
C 9.64 8.18 17.34
C 10.76 8.97 17.16
C 4.83 11.48 18.37
N 8.99 10.42 17.46
C 14.78 11.70 15.65
C 7.40 15.13 18.68
O 8.32 13.18 23.56
H 8.09 19.02 21.45
H 11.59 16.41 19.08
C 0.73 13.21 17.99
C 4.63 9.30 17.61
C 8.78 18.50 20.81
C 5.50 13.93 18.47
H 8.86 10.37 27.14
C 5.23 5.34 17.74
C 11.14 11.50 16.80
H 4.18 15.70 18.53
C 0.66 14.28 17.10
Cl 10.24 20.86 20.84
H 9.50 7.08 17.46
H 8.01 6.98 15.60
H 4.04 14.55 16.30
F 5.08 11.99 22.30
C 4.56 12.88 18.24
H 7.32 4.75 15.15
C 8.17 10.65 25.16
C 8.86 10.00 26.13
C 12.40 10.38 14.96
H 4.54 13.15 26.03
F 3.69 9.53 21.46
C 9.41 8.74 25.85
C 5.67 12.18 24.55
O 8.23 12.73 21.40
H 11.84 18.91 19.34
N 6.89 13.83 18.52
H 13.50 9.46 13.31
C 8.80 15.38 18.77
H 2.83 9.59 24.36
H 12.79 9.29 20.53
C 7.29 6.54 16.28
H 5.38 9.29 24.37
C 5.89 4.53 16.81
H 7.50 16.79 20.59
C 3.20 13.28 17.81
H 6.25 17.14 18.82
C 8.07 10.16 23.85
C 10.72 16.99 19.45
F 5.16 8.03 22.26
C 6.88 5.22 16.01
C 3.56 10.39 24.44
Cl 5.75 2.86 16.65
H 15.71 12.30 15.95
C 9.30 8.16 24.61
N 6.12 10.94 18.43
C 5.73 11.27 23.38
C 3.07 14.19 16.70
C 5.70 6.63 18.07
C 6.02 9.56 18.01
Cl -0.85 14.82 16.49
H 11.73 8.65 16.89
H 12.39 14.03 16.20
C 13.63 11.81 16.45
C 8.45 17.26 20.29
Cl 11.28 7.33 20.76
C 3.96 10.42 17.90
H 6.47 12.85 24.57
Eu 8.05 11.78 19.25
C 9.32 16.55 19.43
C 8.52 9.11 17.50
H 11.46 9.94 14.68
C 4.57 12.35 25.34
C 1.86 14.72 16.39
C 5.16 15.29 18.61
C 3.41 11.55 25.14
C 10.93 18.33 19.75
H 5.13 7.19 18.77
C 10.34 10.38 17.19
C 10.73 12.81 17.07
H 4.35 8.45 17.02
*
```